# H10N2Si3

A 2-piece molecular cluster, H10N2Si3 overall in a non-equilibrium geometry (ωB97M-V/def2-TZVPD, the Open Molecules 2025 dataset).

Atoms and positions in Å:
N (-1.91, -1.22, 1.84)
N (-0.79, 1.03, 0.53)
Si (0.55, -2.11, 0.18)
Si (1.68, 2.54, -2.32)
Si (-0.40, -0.36, 1.35)
H (-2.21, -2.09, 1.54)
H (-2.78, -0.78, 2.19)
H (-1.39, 1.80, 0.80)
H (-0.25, 1.32, -0.27)
H (-0.27, -2.89, -0.85)
H (1.00, -2.83, 1.38)
H (1.82, -1.63, -0.61)
H (2.66, 3.49, -1.74)
H (1.91, 1.07, -2.34)
H (0.37, 2.67, -1.67)

Results
ΔE to the lowest compared entry with this formula, charge and spin in kJ/mol: 221.0
Largest force on an atom in hartree/bohr: 0.0620
Total charge: 0
Orbital gap (alpha / beta) in eV: 5.6 / 8.0

Results of the Löwdin charge analysis, in e, for atoms 1 through 6: number 1, N, carries -0.188; number 2, N, carries -0.158; number 3, Si, carries 0.409; number 4, Si, carries 0.610; number 5, Si, carries 0.287; number 6, H, carries -0.048

# H10NO3

A 4-piece molecular cluster, H10NO3 overall in a non-equilibrium geometry (ωB97M-V/def2-TZVPD, the Open Molecules 2025 dataset).

Atoms and positions in Å:
N (0.41, 0.71, 0.14)
H (-0.38, 1.41, 0.30)
H (1.28, 1.12, 0.52)
H (0.30, -0.16, 0.70)
H (0.49, 0.63, -0.86)
H (-2.35, 2.85, 0.21)
H (-1.72, 2.35, 1.50)
O (-1.81, 2.13, 0.56)
H (1.51, -2.22, -1.86)
H (2.00, -1.18, -2.82)
O (1.95, -1.37, -1.87)
H (-1.15, -1.95, 1.64)
H (-0.21, -2.55, 0.64)
O (-0.32, -1.76, 1.19)

Results
ΔE to the lowest compared entry with this formula, charge and spin in kJ/mol: 52.3
Largest force on an atom in hartree/bohr: 0.0324
Total charge: +1
Orbital gap in eV: 12.1

Results of the Löwdin charge analysis, in e, for atoms 1 through 6: number 1, N, carries 0.271; number 2, H, carries 0.076; number 3, H, carries 0.150; number 4, H, carries 0.090; number 5, H, carries 0.123; number 6, H, carries 0.090